1 | Density functional theory data (the ωB97M-V functional and the def2-TZVPD basis) for a 2-piece molecular cluster, CH3BrO3 overall.

Positions of all 8 atoms, in Å:
C: -1.252 0.176 -0.119
O: -0.188 -0.001 -0.945
O: 1.047 -1.057 -0.131
O: 1.701 -0.387 0.714
Br: 3.320 0.462 0.129
H: -2.058 -0.546 -0.301
H: -1.605 1.207 -0.289
H: -0.965 0.146 0.943

Frontier orbital gap (spin up / spin down) in eV: 8.8 / 8.8
LUMO energy (spin up / spin down) in Eh: -0.0545 / -0.0545

---

2 | Density functional theory data (the ωB97M-V functional and the def2-TZVPD basis) for CH3BrO3 as an isolated structure.

Positions of all 8 atoms, in Å:
C: -0.606 0.710 0.763
O: -0.333 0.493 -0.619
O: -0.441 -0.751 -1.001
O: 1.076 -1.591 -0.662
Br: 2.305 -1.185 -1.784
H: -0.035 1.592 1.045
H: -0.293 -0.154 1.351
H: -1.675 0.887 0.907

Frontier orbital gap (spin up / spin down) in eV: 8.5 / 8.5
LUMO energy (spin up / spin down) in Eh: -0.0447 / -0.0448

---

Result of the stability comparison: 1 is the least stable of them.

---

1 | Density functional theory data (the ωB97M-V functional and the def2-TZVPD basis) for the molecule C6H7N.

Positions of all 14 atoms, in Å:
C: -2.684 -0.321 -0.052
C: 1.933 0.622 0.089
C: 0.360 -1.086 -0.012
C: 0.554 1.198 -0.146
C: 1.906 -0.880 0.199
C: -0.454 0.296 -0.001
N: -1.780 0.465 0.301
H: -3.584 0.050 0.332
H: -2.448 -1.183 -0.562
H: 2.568 0.862 -0.698
H: 2.568 1.035 0.839
H: 0.282 -1.553 -0.903
H: 0.259 -1.824 0.858
H: 0.520 2.319 -0.242

⟨S²⟩: 2.0062
Frontier orbital gap (spin up / spin down) in eV: 8.0 / 7.7
LUMO energy (spin up / spin down) in Eh: 0.0219 / -0.0388
Multiplicity: 3

---

2 | Density functional theory data (the ωB97M-V functional and the def2-TZVPD basis) for C6H7N as an isolated structure.

Positions of all 14 atoms, in Å:
C: 1.010 1.248 1.149
C: -1.373 0.804 0.056
C: 0.173 0.999 0.006
C: 2.039 0.409 0.435
C: 1.218 0.478 -0.893
C: -2.412 -0.139 0.469
N: -1.030 1.860 -0.420
H: 3.121 0.960 0.446
H: 2.202 -0.556 0.953
H: 1.084 -0.476 -1.424
H: 1.481 1.022 -1.767
H: -2.193 -0.994 -0.210
H: -3.465 0.113 0.257
H: -2.086 -0.339 1.536

⟨S²⟩: 2.0123
Frontier orbital gap (spin up / spin down) in eV: 7.8 / 8.5
LUMO energy (spin up / spin down) in Eh: 0.0346 / -0.0321
Multiplicity: 3

---

Result of the stability comparison: 2 is the least stable of them.

---

1 | Density functional theory data (the ωB97M-V functional and the def2-TZVPD basis) for a 2-piece molecular cluster, C4H2N2O3 overall.

Positions of all 11 atoms, in Å:
O: -0.120 3.295 -0.297
C: 0.014 2.142 -0.071
C: -0.693 0.883 -0.529
C: -0.207 -0.110 0.236
N: 0.668 0.530 1.262
N: 0.808 1.669 1.083
H: -1.237 0.731 -1.434
H: -0.404 -1.224 0.330
O: 4.139 1.458 -0.621
C: 3.478 0.623 -0.342
O: 2.746 -0.197 -0.093

SMILES string: O=C1C=CN=N1.O=C=O
Frontier orbital gap in eV: 8.0
LUMO energy in Eh: -0.0529

---

2 | Density functional theory data (the ωB97M-V functional and the def2-TZVPD basis) for a 2-piece molecular cluster, C4H2N2O3 overall.

Positions of all 11 atoms, in Å:
N: -2.972 -0.588 -0.022
N: -1.723 -0.390 0.526
C: -0.598 -0.737 0.338
C: 0.640 -0.988 0.101
C: 1.844 -1.361 0.376
O: 2.963 -1.729 0.511
H: -2.866 -0.997 -1.048
H: -3.548 0.143 0.105
O: 2.717 1.559 0.405
C: 2.087 2.225 -0.302
O: 1.456 2.863 -0.992

SMILES string: NN=C=C=C=O.O=C=O
Frontier orbital gap in eV: 8.4
LUMO energy in Eh: -0.0062

---

Result of the stability comparison: 2 is the least stable of them.

---

1 | Density functional theory data (the ωB97M-V functional and the def2-TZVPD basis) for a 3-piece molecular cluster, C2H3NO6 overall.

Positions of all 12 atoms, in Å:
C: -0.046 -1.106 -0.877
C: -0.071 -1.006 4.837
O: -0.740 -0.044 4.958
O: 0.593 -1.971 4.694
H: 0.246 -1.960 -0.315
H: -1.026 -1.544 -1.069
H: -0.103 -0.256 -0.175
N: -0.381 3.510 -2.081
O: 0.976 -1.206 -3.045
O: -0.594 2.302 -2.035
O: 0.161 4.058 -3.006
O: 0.984 -0.777 -1.886

⟨S²⟩: 2.0083
Frontier orbital gap (spin up / spin down) in eV: 9.6 / 7.0
LUMO energy (spin up / spin down) in Eh: -0.0115 / -0.0994
Multiplicity: 3

---

2 | Density functional theory data (the ωB97M-V functional and the def2-TZVPD basis) for a 3-piece molecular cluster, C2H3NO6 overall.

Positions of all 12 atoms, in Å:
C: 0.320 -1.112 -0.704
C: -2.090 3.516 -2.735
O: -1.512 4.303 -2.079
O: -2.692 2.745 -3.399
H: -0.196 -1.153 -1.677
H: 1.462 -1.033 -0.668
H: -0.075 -0.284 -0.090
N: 1.208 -0.404 3.346
O: 0.500 -2.665 1.098
O: 1.867 -0.783 2.386
O: 1.336 -0.686 4.490
O: -0.129 -2.444 0.030

⟨S²⟩: 2.0083
Frontier orbital gap (spin up / spin down) in eV: 10.2 / 7.5
LUMO energy (spin up / spin down) in Eh: 0.0032 / -0.0776
Multiplicity: 3

---

Result of the stability comparison: 1 is the least stable of them.

---

1 | Density functional theory data (the ωB97M-V functional and the def2-TZVPD basis) for a 2-piece molecular cluster, C4H5I overall.

Positions of all 10 atoms, in Å:
C: -0.711 -1.221 -1.924
C: -0.480 -0.421 -0.899
C: -0.617 0.955 -0.293
C: -0.642 -0.143 0.488
H: -0.596 -2.237 -1.744
H: -0.908 -1.000 -2.939
H: -0.536 1.995 -0.186
H: -0.672 -0.642 1.448
I: 2.860 0.779 3.490
H: 2.302 1.934 2.560

SMILES string: C=C1C=C1.I
Frontier orbital gap in eV: 8.7
LUMO energy in Eh: 0.0195

---

2 | Density functional theory data (the ωB97M-V functional and the def2-TZVPD basis) for a 2-piece molecular cluster, C4H5I overall.

Positions of all 10 atoms, in Å:
C: -0.738 -0.285 -0.921
C: 0.317 -0.545 -0.278
C: 1.245 -0.814 0.575
C: 2.109 -1.232 1.459
H: -1.224 0.674 -0.974
H: -1.103 -1.111 -1.531
H: 2.317 -0.536 2.337
H: 2.467 -2.186 1.656
I: -2.687 3.828 -1.309
H: -2.704 2.208 -1.015

SMILES string: C=C=C=C.I
Frontier orbital gap in eV: 9.6
LUMO energy in Eh: 0.0114

---

Result of the stability comparison: 1 is the least stable of them.

---

1 | Density functional theory data (the ωB97M-V functional and the def2-TZVPD basis) for a 2-piece molecular cluster, C6H13NO4 overall.

Positions of all 24 atoms, in Å:
C: -0.006 2.314 1.064
C: -1.081 1.328 0.505
O: -2.221 1.611 0.350
C: -0.526 -0.097 0.481
C: 0.717 -0.635 -0.266
C: 1.983 -0.378 0.397
C: 0.656 -2.205 -0.443
N: -1.843 -0.917 0.282
O: -2.525 -1.237 1.220
O: -2.144 -1.107 -0.883
H: 0.934 2.382 0.499
H: -0.448 3.294 0.996
H: 0.370 2.209 2.142
H: -0.241 -0.310 1.457
H: 0.755 -0.243 -1.306
H: 2.069 -0.941 1.383
H: 2.843 -0.690 -0.324
H: 2.110 0.739 0.489
H: 0.093 -2.416 -1.375
H: -0.021 -2.778 0.370
H: 1.640 -2.578 -0.456
O: -0.784 1.081 -2.012
H: -1.242 1.374 -2.873
H: -1.088 0.202 -1.697

SMILES string: CC(=O)[C@H](C(C)C)[N+](=O)[O-].O
Frontier orbital gap in eV: 10.6
LUMO energy in Eh: 0.0129

---

2 | Density functional theory data (the ωB97M-V functional and the def2-TZVPD basis) for the molecule C6H13NO4.

Positions of all 24 atoms, in Å:
O: -3.044 0.710 -0.550
C: -2.170 -0.314 -0.938
C: -1.174 -0.758 0.276
N: -0.889 0.288 1.245
C: -0.189 1.448 0.706
C: 1.221 0.869 0.381
O: 1.965 1.897 -0.272
C: 1.070 -0.210 -0.658
O: 2.388 -0.798 -0.899
C: 0.179 -1.347 -0.100
O: 0.787 -2.117 0.924
H: -3.884 0.540 -0.206
H: -2.618 -1.275 -1.283
H: -1.622 0.207 -1.803
H: -1.768 -1.567 0.760
H: -1.843 0.683 1.499
H: -0.435 2.063 -0.187
H: -0.031 2.224 1.450
H: 1.727 0.447 1.334
H: 2.196 2.618 0.340
H: 0.513 0.157 -1.487
H: 2.870 -0.132 -1.511
H: 0.030 -2.015 -0.908
H: 0.685 -1.639 1.661

SMILES string: OC[C@@H]1NC[C@H](O)[C@@H](O)[C@H]1O
Frontier orbital gap in eV: 10.0
LUMO energy in Eh: 0.0208

---

Result of the stability comparison: 1 is the least stable of them.